Record 1
11 unconnected molecules or ions with the total composition C29H75N5O22 in a non-equilibrium geometry. Source: the Open Molecules 2025 dataset; level of theory: ωB97M-V/def2-TZVPD.

Bonds (Å) are listed after each position.
Cartesian coordinates (Å):
1 C 0.013 4.332 -2.002  N2 1.500, H5 1.108, H6 1.082, H7 1.064
2 N -0.501 3.885 -3.339  C1 1.500, O3 1.237, O4 1.212
3 O -0.223 4.468 -4.394  N2 1.237
4 O -1.188 2.887 -3.297  N2 1.212
5 H -0.380 3.614 -1.255  C1 1.108
6 H -0.416 5.304 -1.801  C1 1.082
7 H 1.075 4.392 -2.044  C1 1.064
8 C -0.031 -2.659 -1.104  N9 1.527, H12 1.090, H13 1.095, H14 1.068
9 N 0.534 -4.072 -1.236  C8 1.527, O10 1.199, O11 1.188
10 O 1.542 -4.199 -1.873  N9 1.199
11 O -0.016 -4.920 -0.611  N9 1.188
12 H 0.598 -2.079 -0.429  C8 1.090
13 H -1.053 -2.779 -0.731  C8 1.095
14 H -0.029 -2.236 -2.084  C8 1.068
15 C 0.520 2.465 5.836  N16 1.497, H19 1.085, H20 1.041, H21 1.088
16 N -0.491 2.452 4.733  C15 1.497, O17 1.227, O18 1.227
17 O -1.596 1.985 4.992  N16 1.227
18 O -0.201 2.923 3.637  N16 1.227
19 H 1.084 1.537 5.816  C15 1.085
20 H -0.026 2.512 6.721  C15 1.041
21 H 1.180 3.323 5.725  C15 1.088
22 C 5.113 1.735 3.542  N23 1.539, H26 1.087, H27 1.101, H28 1.075
23 N 4.072 2.856 3.715  C22 1.539, O24 1.209, O25 1.208
24 O 2.981 2.537 4.128  N23 1.209
25 O 4.435 3.977 3.454  N23 1.208
26 H 4.686 0.940 4.147  C22 1.087
27 H 6.067 2.125 3.928  C22 1.101
28 H 5.097 1.521 2.488  C22 1.075
29 C 2.826 -0.895 -2.322  N30 1.484, H33 1.061, H34 1.085, H35 1.116
30 N 4.230 -0.764 -2.783  C29 1.484, O31 1.198, O32 1.182
31 O 4.859 0.138 -2.308  N30 1.198
32 O 4.601 -1.548 -3.586  N30 1.182
33 H 2.842 -1.898 -1.974  C29 1.061
34 H 2.168 -0.830 -3.182  C29 1.085
35 H 2.563 -0.135 -1.548  C29 1.116
36 C -2.535 3.739 1.137  O37 1.370, H42 1.090, H43 1.086, H44 1.096
37 O -1.323 4.377 1.129  C36 1.370, C38 1.394
38 C -1.308 5.574 1.844  O37 1.394, C39 1.509, H45 1.127, H46 1.116
39 C 0.122 6.049 1.912  C38 1.509, O40 1.457, H47 1.112, H48 1.099
40 O 0.673 6.070 0.564  C39 1.457, C41 1.416
41 C 2.026 6.486 0.574  O40 1.416, H49 1.120, H50 1.111, H51 1.092
42 H -3.373 4.395 0.897  C36 1.090
43 H -2.733 3.296 2.108  C36 1.086
44 H -2.494 2.966 0.362  C36 1.096
45 H -1.816 5.392 2.834  C38 1.127
46 H -1.935 6.314 1.291  C38 1.116
47 H 0.742 5.379 2.546  C39 1.112
48 H 0.093 7.085 2.278  C39 1.099
49 H 2.739 5.692 0.233  C41 1.120
50 H 2.438 6.652 1.592  C41 1.111
51 H 2.147 7.433 0.045  C41 1.092
52 C -5.710 -2.289 -2.443  O53 1.453, H58 1.127, H59 1.113, H60 1.105
53 O -5.056 -1.274 -1.635  C52 1.453, C54 1.409
54 C -5.862 -0.157 -1.340  O53 1.409, C55 1.521, H61 1.094, H62 1.100
55 C -5.070 0.845 -0.513  C54 1.521, O56 1.443, H63 1.088, H64 1.126
56 O -3.988 1.417 -1.277  C55 1.443, C57 1.398
57 C -4.476 2.518 -1.986  O56 1.398, H65 1.103, H66 1.115, H67 1.108
58 H -6.341 -3.033 -1.880  C52 1.127
59 H -4.938 -2.951 -2.894  C52 1.113
60 H -6.305 -1.913 -3.295  C52 1.105
61 H -6.779 -0.453 -0.825  C54 1.094
62 H -6.092 0.316 -2.306  C54 1.100
63 H -4.652 0.332 0.351  C55 1.088
64 H -5.754 1.663 -0.151  C55 1.126
65 H -3.641 2.820 -2.641  C57 1.103
66 H -4.709 3.364 -1.297  C57 1.115
67 H -5.294 2.127 -2.622  C57 1.108
68 C 5.066 -0.815 0.942  O69 1.404, H74 1.093, H75 1.130, H76 1.112
69 O 4.934 -2.026 0.244  C68 1.404, C70 1.391
70 C 6.060 -2.522 -0.406  O69 1.391, C71 1.501, H77 1.077, H78 1.111
71 C 6.666 -3.615 0.424  C70 1.501, O72 1.414, H79 1.092, H80 1.122
72 O 7.469 -3.072 1.454  C71 1.414, C73 1.411
73 C 8.000 -4.114 2.244  O72 1.411, H81 1.101, H82 1.090, H83 1.099
74 H 5.749 -0.153 0.402  C68 1.093
75 H 5.373 -0.992 2.015  C68 1.130
76 H 4.070 -0.331 0.843  C68 1.112
77 H 6.728 -1.713 -0.645  C70 1.077
78 H 5.718 -2.876 -1.402  C70 1.111
79 H 7.338 -4.208 -0.200  C71 1.092
80 H 5.854 -4.213 0.917  C71 1.122
81 H 7.276 -4.903 2.502  C73 1.101
82 H 8.465 -3.847 3.194  C73 1.090
83 H 8.749 -4.662 1.655  C73 1.099
84 C -2.424 -0.787 -3.806  O85 1.475, H90 1.082, H91 1.099, H92 1.084
85 O -1.084 -1.403 -3.795  C84 1.475, C86 1.430
86 C -0.903 -2.464 -4.736  O85 1.430, C87 1.554, H93 1.085, H94 1.092
87 C -1.912 -3.628 -4.532  C86 1.554, O88 1.439, H95 1.063, H96 1.115
88 O -1.667 -4.245 -3.254  C87 1.439, C89 1.383
89 C -2.465 -5.339 -2.973  O88 1.383, H97 1.106, H98 1.094, H99 1.138
90 H -2.358 0.195 -3.356  C84 1.082
91 H -3.128 -1.392 -3.219  C84 1.099
92 H -2.903 -0.759 -4.778  C84 1.084
93 H 0.097 -2.874 -4.627  C86 1.085
94 H -1.004 -2.093 -5.758  C86 1.092
95 H -1.793 -4.364 -5.290  C87 1.063
96 H -2.960 -3.258 -4.446  C87 1.115
97 H -2.087 -5.672 -1.989  C89 1.106
98 H -2.325 -6.076 -3.768  C89 1.094
99 H -3.582 -5.125 -2.936  C89 1.138
100 C -2.331 -5.276 1.890  O101 1.379, H106 1.109, H107 1.136, H108 1.077
101 O -3.363 -4.407 2.174  C100 1.379, C102 1.413
102 C -3.860 -3.748 1.028  O101 1.413, C103 1.549, H109 1.103, H110 1.068
103 C -4.720 -2.569 1.548  C102 1.549, O104 1.465, H111 1.088, H112 1.093
104 O -3.942 -1.719 2.453  C103 1.465, C105 1.397
105 C -2.773 -1.172 1.917  O104 1.397, H113 1.095, H114 1.097, H115 1.123
106 H -2.095 -5.763 2.859  C100 1.109
107 H -1.409 -4.727 1.520  C100 1.136
108 H -2.611 -5.983 1.128  C100 1.077
109 H -4.379 -4.497 0.407  C102 1.103
110 H -2.987 -3.397 0.522  C102 1.068
111 H -5.458 -2.944 2.253  C103 1.088
112 H -5.106 -1.946 0.738  C103 1.093
113 H -2.529 -0.287 2.514  C105 1.095
114 H -2.978 -1.008 0.851  C105 1.097
115 H -1.879 -1.842 2.020  C105 1.123
116 C -0.561 0.555 -0.998  O117 1.434, H122 1.085, H123 1.108, H124 1.093
117 O 0.637 0.415 -0.224  C116 1.434, C118 1.440
118 C 0.470 0.832 1.145  O117 1.440, C119 1.468, H125 1.117, H126 1.085
119 C 1.766 0.791 1.833  C118 1.468, O120 1.462, H127 1.077, H128 1.112
120 O 2.783 1.546 1.103  C119 1.462, C121 1.371
121 C 2.430 2.833 0.786  O120 1.371, H129 1.142, H130 1.100, H131 1.082
122 H -0.909 1.568 -0.827  C116 1.085
123 H -1.269 -0.271 -0.784  C116 1.108
124 H -0.372 0.521 -2.075  C116 1.093
125 H -0.334 0.220 1.618  C118 1.117
126 H 0.079 1.844 1.155  C118 1.085
127 H 2.198 -0.194 1.873  C119 1.077
128 H 1.730 1.184 2.872  C119 1.112
129 H 1.854 3.303 1.653  C121 1.142
130 H 1.834 2.932 -0.134  C121 1.100
131 H 3.332 3.424 0.709  C121 1.082

Properties
**E_LUMO**: -0.01 eV
**Structure (SMILES)**: C[N+](=O)[O-].C[N+](=O)[O-].C[N+](=O)[O-].C[N+](=O)[O-].C[N+](=O)[O-].COCCOC.COCCOC.COCCOC.COCCOC.COCCOC.COCCOC
**Kohn-Sham gap**: 9.40 eV

Record 2
C3H4O2 in the gas phase in a non-equilibrium geometry. Source: the Open Molecules 2025 dataset; level of theory: ωB97M-V/def2-TZVPD.

Bonds (Å) are listed after each position.
Cartesian coordinates (Å):
1 C 1.017 -0.564 -0.059  C2 1.337, O5 1.438, H6 1.203
2 C 0.865 0.765 -0.088  C1 1.337, O3 1.411, H7 1.087
3 O -0.486 1.134 -0.261  C2 1.411, C4 1.453
4 C -1.185 -0.095 0.075  O3 1.453, O5 1.524, H8 1.207, H9 1.146
5 O -0.236 -1.217 -0.329  C1 1.438, C4 1.524
6 H 2.042 -1.133 0.207  C1 1.203
7 H 1.640 1.527 -0.085  C2 1.087
8 H -2.167 -0.150 -0.626  C4 1.207
9 H -1.491 -0.268 1.166  C4 1.146

Properties
**E_LUMO**: 1.05 eV
**Structure (SMILES)**: C1=COCO1
**Kohn-Sham gap**: 9.65 eV

Record 3
2 unconnected molecules or ions with the total composition C8H12FN in a non-equilibrium geometry. Source: the Open Molecules 2025 dataset; level of theory: ωB97M-V/def2-TZVPD.

Bonds (Å) are listed after each position.
Cartesian coordinates (Å):
1 C 2.584 0.617 0.148  C2 1.315, H9 1.086, H10 1.098
2 C 1.298 0.394 0.306  C1 1.315, C3 1.444, C8 1.460
3 C 0.372 1.210 -0.444  C2 1.444, C4 1.341, H11 1.144
4 C -0.840 1.603 -0.026  C3 1.341, C5 1.419, H12 1.082
5 C -1.535 0.818 0.929  C4 1.419, C6 1.426, C7 1.382
6 C -2.959 0.887 0.977  C5 1.426, H13 1.097, H14 1.089, H15 1.142
7 C -0.763 -0.135 1.566  C5 1.382, C8 1.566, H16 1.125
8 C 0.755 -0.458 1.360  C2 1.460, C7 1.566, H17 1.082, H18 1.085
9 H 3.117 1.236 -0.568  C1 1.086
10 H 3.289 0.026 0.747  C1 1.098
11 H 0.849 1.737 -1.339  C3 1.144
12 H -1.286 2.179 -0.827  C4 1.082
13 H -3.447 0.475 1.870  C6 1.097
14 H -3.438 0.294 0.200  C6 1.089
15 H -3.426 1.916 0.818  C6 1.142
16 H -1.371 -0.857 2.178  C7 1.125
17 H 1.382 -0.494 2.241  C8 1.082
18 H 0.568 -1.406 0.866  C8 1.085
19 N 1.364 -2.301 -2.488  F20 1.503, H21 1.016, H22 1.043
20 F 1.765 -3.149 -3.661  N19 1.503
21 H 0.837 -1.541 -2.909  N19 1.016
22 H 0.888 -3.052 -1.943  N19 1.043

Properties
**E_LUMO**: 0.43 eV
**Structure (SMILES)**: C=C1C=CC(C)=CC1.NF
**Kohn-Sham gap**: 8.19 eV

Record 4
C4H4OS in the gas phase in a non-equilibrium geometry. Source: the Open Molecules 2025 dataset; level of theory: ωB97M-V/def2-TZVPD.

Bonds (Å) are listed after each position.
Cartesian coordinates (Å):
1 C -0.633 -1.335 0.047  C2 1.358, H7 1.040, H8 1.075
2 C -0.351 -0.372 -0.867  C1 1.358, C3 1.419, H9 1.096
3 C 0.503 0.735 -0.627  C2 1.419, O4 1.208, C5 1.480
4 O 1.344 1.123 -1.404  C3 1.208
5 C 0.313 1.159 0.778  C3 1.480, S6 1.601, H10 1.147
6 S 1.570 1.554 1.690  C5 1.601
7 H -1.069 -2.278 0.017  C1 1.040
8 H -0.348 -1.067 1.049  C1 1.075
9 H -0.603 -0.535 -1.922  C2 1.096
10 H -0.727 1.016 1.239  C5 1.147

Properties
**E_LUMO**: -1.38 eV
**Structure (SMILES)**: C=CC(=O)C=S
**Kohn-Sham gap**: 7.76 eV

Record 5
2 unconnected molecules or ions with the total composition C5H6ClN3O3S2 in a non-equilibrium geometry. Source: the Open Molecules 2025 dataset; level of theory: ωB97M-V/def2-TZVPD.

Bonds (Å) are listed after each position.
Cartesian coordinates (Å):
1 C -3.473 0.420 0.199  C2 1.329, N7 1.334, H15 1.043
2 C -3.825 -0.795 -0.210  C1 1.329, S12 1.699, H16 1.091
3 C -0.163 1.186 -0.500  C4 1.353, N6 1.361, Cl14 1.773
4 C -1.267 1.656 0.124  C3 1.353, N7 1.348, H17 0.985
5 C -1.546 -0.326 -0.722  N6 1.324, N7 1.379, S12 1.718
6 N -0.294 -0.050 -1.054  C3 1.361, C5 1.324
7 N -2.189 0.687 -0.044  C1 1.334, C4 1.348, C5 1.379
8 N 2.145 -1.020 0.377  O11 1.469, S13 1.687, H19 1.001
9 O 4.339 -1.668 -0.644  S13 1.601, H18 0.875
10 O 4.073 0.369 0.672  S13 1.421
11 O 1.510 -0.306 1.493  N8 1.469, H20 0.970
12 S -2.613 -1.629 -1.060  C2 1.699, C5 1.718
13 S 3.476 -0.340 -0.405  N8 1.687, O9 1.601, O10 1.421
14 Cl 1.370 2.049 -0.720  C3 1.773
15 H -3.819 1.131 0.878  C1 1.043
16 H -4.816 -1.240 -0.309  C2 1.091
17 H -1.328 2.526 0.580  C4 0.985
18 H 4.919 -1.856 -0.017  O9 0.875
19 H 1.330 -1.198 -0.177  N8 1.001
20 H 2.170 0.404 1.540  O11 0.970

Properties
**E_LUMO**: 0.47 eV
**Kohn-Sham gap**: 9.28 eV

Record 6
C2H2F3NO2 in the gas phase in a non-equilibrium geometry. Source: the Open Molecules 2025 dataset; level of theory: ωB97M-V/def2-TZVPD.

Bonds (Å) are listed after each position.
Cartesian coordinates (Å):
1 O -1.825 -0.903 0.842  N2 1.209
2 N -2.120 0.069 0.187  O1 1.209, O3 1.174, C4 1.814
3 O -3.078 0.704 -0.055  N2 1.174
4 C -0.510 0.662 -0.400  N2 1.814, F5 1.373, C6 1.503, H9 1.171
5 F -0.832 1.802 -1.095  C4 1.373
6 C 0.507 0.827 0.695  C4 1.503, F7 1.351, F8 1.383, H10 1.171
7 F 0.295 1.988 1.353  C6 1.351
8 F 1.765 0.897 0.125  C6 1.383
9 H -0.193 -0.110 -1.221  C4 1.171
10 H 0.517 0.000 1.524  C6 1.171

Properties
**E_LUMO**: 0.03 eV
**Structure (SMILES)**: O=[N+]([O-])[C@@H](F)C(F)F
**Kohn-Sham gap**: 11.00 eV

Record 7
2 unconnected molecules or ions with the total composition C4H7NOS in a non-equilibrium geometry. Source: the Open Molecules 2025 dataset; level of theory: ωB97M-V/def2-TZVPD.

Bonds (Å) are listed after each position.
Cartesian coordinates (Å):
1 C 0.550 1.986 0.966  C2 1.545, H5 1.032, H6 1.052, H7 1.098
2 C 0.732 0.796 -0.004  C1 1.545, C3 1.505, S4 1.742
3 C 1.432 0.926 -1.329  C2 1.505, H8 1.061, H9 1.078, H10 1.124
4 S -0.358 -0.547 -0.208  C2 1.742
5 H 1.272 2.034 1.702  C1 1.032
6 H -0.305 1.875 1.568  C1 1.052
7 H 0.597 3.003 0.557  C1 1.098
8 H 0.717 1.291 -2.022  C3 1.061
9 H 1.885 -0.027 -1.548  C3 1.078
10 H 2.287 1.655 -1.355  C3 1.124
11 N -1.923 -2.485 0.545  C12 1.188, H14 1.049
12 C -2.022 -3.593 0.129  N11 1.188, O13 1.140
13 O -2.200 -4.650 -0.259  C12 1.140
14 H -2.662 -2.264 1.257  N11 1.049

Properties
**E_LUMO (alpha / beta)**: -0.28 / -0.28 eV
**Structure (SMILES)**: CC(C)=S.N=C=O
**Kohn-Sham gap (alpha / beta)**: 7.82 / 7.83 eV

Record 8
2 unconnected molecules or ions with the total composition C4H12NS2 in a non-equilibrium geometry. Source: the Open Molecules 2025 dataset; level of theory: ωB97M-V/def2-TZVPD.

Bonds (Å) are listed after each position.
Cartesian coordinates (Å):
1 C 1.933 -1.097 -0.662  C2 1.529, N4 1.473, H5 1.110, H6 1.101
2 C 0.643 -1.602 -1.311  C1 1.529, S3 1.799, H7 1.102, H8 1.113
3 S 0.146 -0.512 -2.653  C2 1.799, H9 1.433
4 N 2.246 -1.934 0.509  C1 1.473, H10 1.024, H11 1.029
5 H 2.760 -1.172 -1.398  C1 1.110
6 H 1.811 -0.035 -0.399  C1 1.101
7 H 0.771 -2.618 -1.719  C2 1.102
8 H -0.176 -1.609 -0.558  C2 1.113
9 H 0.072 0.590 -1.740  S3 1.433
10 H 3.138 -1.649 0.925  N4 1.024
11 H 1.552 -1.774 1.252  N4 1.029
12 C -2.161 1.235 1.555  C13 1.531, H15 1.061, H16 1.124, H17 1.091
13 C -1.733 2.194 0.442  C12 1.531, S14 1.821, H18 1.098, H19 1.093
14 S -0.071 1.707 -0.121  C13 1.821
15 H -1.465 1.303 2.352  C12 1.061
16 H -2.136 0.182 1.165  C12 1.124
17 H -3.173 1.417 1.921  C12 1.091
18 H -1.710 3.224 0.824  C13 1.098
19 H -2.448 2.149 -0.384  C13 1.093

Properties
**E_LUMO**: 3.65 eV
**Charge**: -1
**Kohn-Sham gap**: 6.66 eV